Molecular formula: C33H89N3O10
Method: DFT, ωB97M-V/def2-TZVPD

Geometry as XYZ:
```
135
Properties=species:S:1:pos:R:3:forces:R:3
H 1.1314 3.3358 1.5457 -1.0864 0.4304 0.5880
H -1.5980 0.1548 5.2635 0.0704 -0.2269 0.0616
H 3.7500 -5.0826 3.0059 -0.0118 -0.2731 0.3158
C -3.2005 -4.4569 -5.5475 0.9804 1.7389 -0.3611
O 0.0871 -1.3202 0.0531 0.3956 0.0571 0.0106
H 1.3715 2.1861 -4.5867 -0.1194 0.1789 -0.4122
C -2.5577 2.0933 -2.0122 -0.1574 0.0401 1.1506
H 3.9596 4.4646 -3.9310 -0.3118 -1.0590 -0.9264
H 5.9475 -2.1871 3.9835 -0.0904 0.5457 -1.0283
H 5.3685 4.6548 3.3229 -0.3891 -0.2911 -0.3887
C 1.1728 3.1587 -5.0691 0.2465 -0.2760 0.3188
H 1.1529 -1.7050 -1.6090 0.3784 -0.2426 0.1505
H -1.9083 -2.3089 -4.8986 0.0740 -0.1882 0.7919
C 2.7362 5.0629 -0.8899 -1.2142 0.8143 1.2014
H -2.4824 0.7038 3.8243 0.3012 -0.2084 0.2735
O 2.7931 4.9807 -2.2502 0.1558 0.4234 -2.0089
C 0.8597 5.8723 2.3447 -2.0339 1.4009 0.5529
H -1.5164 1.0421 -3.5638 0.1317 -0.2093 -0.0417
C -5.5823 -3.1722 1.3288 0.4480 -1.5570 -0.2421
H 2.1066 0.2159 0.5269 0.2429 -0.2256 0.4540
H 4.2559 2.2484 0.5484 -0.2606 0.2744 0.8893
H -5.4918 -3.0721 0.2540 0.1018 0.1598 -0.3185
H 0.4739 0.8618 4.3494 0.2740 0.2281 0.8471
H -5.4771 -0.7844 2.5604 -0.4906 -0.0653 -0.0697
H -2.4119 -4.5210 1.5129 -0.4164 -0.6253 0.4985
H -1.9084 6.1004 1.9286 -0.3613 0.4698 -0.7641
H -0.3331 -5.2154 3.3729 0.6066 -0.4871 1.3419
C 4.7709 -3.2967 2.6045 -0.4844 -0.8239 -0.6808
H -1.0116 -1.3684 -3.0489 0.2485 -0.1164 -0.0785
H -0.6878 -6.7631 1.4407 -0.2176 -0.2874 0.4161
H 5.1658 -4.8489 4.0570 0.1307 -0.0194 0.4756
H -3.7383 -4.6413 -6.5008 -0.3704 0.2493 0.9592
H 3.3032 1.6854 3.7748 -0.1812 0.6138 0.0019
H -0.3161 -1.4294 3.6039 -0.4621 -0.2486 -0.0702
C -4.3853 -2.4854 1.9922 -1.5879 -0.3777 0.7904
H -4.5771 0.2984 -5.5667 2.0351 0.9045 0.9111
H 3.9851 5.0010 2.2287 0.9677 -0.8492 0.1100
H -1.0919 -5.6711 -0.7563 -0.1658 -0.2095 -0.0381
C 4.3070 -4.3651 3.6113 -0.7043 1.0986 -0.7454
C -1.2468 2.6180 -1.3951 -0.7703 -0.6609 -1.2089
C -0.5501 -5.1716 0.0416 0.1315 0.5293 0.0360
H -3.0769 1.0683 -0.2391 0.4022 -0.0060 -1.0083
H 1.9917 3.0314 -2.5866 0.1590 1.0778 0.1393
O -1.3892 -0.5243 2.0260 -0.9471 -0.6336 0.3775
H 0.4955 6.9034 2.1483 0.1573 -0.3359 0.2770
C -2.7426 -2.4729 -4.1710 -0.8868 0.5959 -1.1566
H -1.6150 -3.8460 -2.8788 -0.5843 1.3070 -0.1456
H 5.3315 2.1889 2.4570 0.5084 0.3834 0.3654
H -0.8101 3.2219 -2.1728 0.4391 0.4715 -0.1207
C -0.9001 -5.6990 1.4528 0.2750 1.3336 -1.2702
H 3.6577 4.3971 -5.5023 0.1978 -0.5691 -0.0238
C 3.6902 2.7199 3.7252 -0.4149 -0.5049 -0.4257
H -0.1521 4.9905 0.5354 0.4659 0.2406 1.3096
C 5.2346 -1.9702 3.1426 0.9228 -0.4094 0.3762
H -0.8278 -4.0663 -0.0235 0.7044 -1.2483 0.0571
H -1.4376 3.2454 -0.5411 0.2080 -0.1197 0.5610
H 1.6927 5.3086 -0.5691 0.6480 -0.3829 0.0993
H 3.1908 -0.3970 -0.7906 -1.0925 0.5558 0.2670
O 0.2751 3.5527 2.0014 0.4365 0.2810 -0.7081
O 5.8052 -3.9071 1.8035 0.2429 0.6024 0.3081
H 5.6373 -1.3926 2.2844 0.2277 -0.2590 0.8158
H 0.1327 3.4058 -4.9234 -0.5201 0.0382 0.0020
C -4.6815 -1.0192 1.8607 0.1316 1.0089 0.2493
O -2.2469 -5.4528 1.7949 0.1136 0.1049 -0.5334
C -1.9259 -0.1429 4.2708 -1.5847 -0.0955 -0.1938
H 1.5353 -3.6043 -0.0586 0.2319 0.4201 0.0614
H -3.2138 -1.4304 -4.0735 0.2394 -1.6328 0.0574
H 3.1138 -2.6687 -0.1857 -1.1254 -0.3540 0.2786
H -0.5728 1.7584 -1.2327 -0.3006 0.4543 0.3939
O -3.5727 1.1093 -3.8599 0.1870 -0.7290 -0.1230
H 3.3780 5.8508 -0.4991 0.1069 0.2361 -0.4004
O -3.2055 -2.9289 1.3698 1.5981 1.3866 -0.3314
H 1.0344 -5.1075 2.0833 0.1913 -0.1935 0.8501
C -3.4199 -3.3925 -1.8322 -0.3369 0.6928 -1.0764
H 2.0398 -2.4393 1.2057 -0.1355 -0.0906 0.1606
H 5.6384 4.6248 1.6197 -0.1659 -0.3100 -0.3402
C -1.5503 5.1096 2.1130 0.8581 -0.1233 2.3159
H 3.9795 -3.1662 1.8655 -0.3500 0.4025 0.3981
H 3.6127 -3.9285 4.3426 0.3346 -0.3052 0.0230
C 0.2153 0.5696 3.3566 1.3280 0.1178 -0.7490
C 2.1209 -0.2012 -0.4739 1.5676 -0.1276 0.0475
H -3.3303 1.7153 -5.7460 -0.3769 -1.1824 -0.2109
C -2.3583 1.7329 -3.4614 -0.5071 0.0685 -0.7760
H -0.1773 -3.8652 2.3375 -0.0818 -0.1078 -0.2739
H -2.1723 4.3064 1.7785 -0.5277 -0.2162 -0.4453
H -5.0099 -0.7317 0.8454 0.2569 -0.1899 0.3472
H 1.1352 0.2191 2.8619 -0.1530 0.1385 0.0619
C 4.4967 2.8918 2.4379 0.1556 -0.6330 0.5273
H 4.4502 -1.3816 3.5909 -0.5972 0.0564 0.0192
H 0.9163 5.7460 3.4441 -0.3664 -0.1723 -0.5452
H 1.8529 5.1861 -4.7537 -0.4676 0.1541 0.3274
H -3.3878 2.8199 -1.9817 0.5326 0.2930 0.0002
H 5.8069 -4.8069 2.1107 0.4250 -0.6235 -0.2152
H -0.1287 1.4320 2.8152 -0.2020 0.4711 -0.1297
C 2.0264 -2.6441 0.1368 2.0386 -0.2825 -0.3168
C 2.0557 4.1845 -4.3607 0.0954 -0.1510 -0.9660
H -3.9389 -4.2443 -2.2816 0.1381 -0.0001 0.0336
C 1.3705 -1.4988 -0.5487 -0.9124 0.4243 -0.4120
H -3.1241 -3.6617 -0.8064 0.1877 0.3867 -0.6167
H -1.5381 5.0807 3.2201 -0.1745 -0.3046 -0.2662
H -5.6085 -4.2553 1.5173 0.1857 0.1930 0.0519
H -3.9747 0.7201 -1.5490 0.1316 -0.1985 -0.0319
H 1.6678 0.5839 -1.0602 -0.0923 0.0530 -0.6183
N 3.4480 3.8776 -4.6461 1.4209 1.5396 0.6670
H 0.5488 -5.3598 -0.1216 -1.0777 0.4533 -0.0439
O -3.6654 -3.3211 -4.8068 -1.3229 -0.2342 -0.7746
H -0.4965 -1.5980 -0.6530 -1.3523 -0.1662 -0.6513
H -2.7476 0.0312 -5.4940 -0.0335 -0.0194 0.2780
H 2.8923 3.4868 3.7563 0.1002 -0.6353 0.0090
H -0.7676 -0.8191 1.3385 0.5605 0.1636 0.1786
O 3.7138 2.4347 1.3427 -0.5777 0.1400 -0.9305
C -0.8209 -0.4897 3.3395 0.4730 -0.0434 -0.7164
H -3.8894 -0.3656 2.2033 0.5334 0.0045 -0.2983
C -0.1298 4.9174 1.6787 1.3189 -1.0968 -1.4746
C -2.3061 -2.9307 -2.8021 1.7062 -1.4293 0.7066
H -3.1828 -5.2917 -4.8878 -0.0224 -1.0077 0.2076
H 1.3542 3.0752 -6.1567 0.1238 0.1500 0.5997
H -4.1658 -2.5846 -1.8286 0.0001 -0.0972 0.4468
C 4.8969 4.3382 2.3676 -0.0570 1.6779 0.1781
H -2.6441 -0.9790 4.3078 0.1857 0.2719 0.3289
H 1.8518 5.8866 2.0064 1.3861 -0.5416 -0.8919
H -4.3762 -2.7787 3.0775 0.1683 0.3193 -0.7320
N -3.0127 0.8898 -1.2629 -0.3021 0.2252 0.4337
C 1.8721 4.1262 -2.8708 -1.2487 -1.0901 0.1429
C -3.5414 0.7334 -5.2181 -1.5225 1.2583 -1.3417
H -2.2387 -1.0189 -2.0512 1.1146 -0.9667 0.0002
H 3.1021 4.1615 -0.4706 -0.0303 -1.1529 0.8866
H 4.3186 2.8649 4.5994 0.1904 0.0983 0.0041
N -1.5309 -1.7838 -2.2824 -1.2090 0.8735 0.9983
C 0.0046 -4.9465 2.4061 -0.2479 0.3933 -0.9478
H -2.1845 -4.2205 -5.8918 0.1724 -0.3112 0.1696
H -2.5007 -2.2084 1.4290 -1.2017 -0.8786 0.2157
H -6.5646 -2.8076 1.5879 -0.0757 0.4772 0.4612
H -2.1523 2.6025 -4.1696 -0.1968 -0.6180 1.0707
H 0.7962 4.3777 -2.6732 0.8638 0.1562 0.3278
```
Positions in Å, forces in eV/Å.

Output
Total charge   0
Energy relative to the best compared isomer or geometry (same formula, charge and spin)   27.3 kcal per mole
SMILES   COC[C@H](C)N.COC[C@H](C)N.COC[C@H](C)N.CC(C)O.CC(C)O.CC(C)O.CC(C)O.CC(C)O.CC(C)O.CC(C)O